{
  "formula": "C3H11N3O",
  "method": "ωB97M-V/def2-TZVPD",
  "symbols": ["N", "C", "C", "N", "C", "N", "O", "H", "H", "H", "H", "H", "H", "H", "H", "H", "H", "H"],
  "xyz": [[-2.9500, 0.3351, -0.2066], [-1.7525, -0.3984, 0.1623], [-0.4624, 0.3519, 0.1314], [0.5362, -0.2543, -0.3720], [1.8032, 0.3548, -0.4618], [2.7240, -0.9389, -0.0565], [1.9702, 1.3252, 0.4801], [-3.9200, -0.1339, -0.2931], [-2.8311, 0.7816, -1.1668], [-3.1883, 1.0744, 0.5334], [-1.7131, -1.2541, -0.5658], [-1.8087, -0.8139, 1.2835], [-0.4388, 1.3644, 0.5282], [2.1327, 0.5980, -1.4826], [3.7268, -0.8293, -0.3593], [2.3376, -1.8176, -0.4590], [2.7275, -1.0092, 0.9405], [2.8945, 1.6113, 0.5887]],
  "lowdin_charge": [0.154, -0.153, -0.087, 0.097, -0.335, 0.246, 0.067, 0.228, 0.211, 0.212, 0.159, 0.204, 0.148, 0.184, 0.191, 0.177, 0.145, 0.151],
  "total_charge": 2,
  "de_lowest_kcal_mol": 0.0,
  "lumo_ev": -7.57,
  "e_homo_ha": -0.700,
  "smiles": "[NH3+]C/C=N/[C@H]([NH3+])O",
  "e_tot_ha": -359.75758,
  "largest_force_ev_per_a": 4.075
}